One molecule with the formula C18H22BNO3 at a distorted geometry, computed with ωB97M-V/def2-TZVPD.

Each line ends with the Löwdin charge.
Atoms and positions in Å:
C (-1.091, -4.149, -2.936)  -0.0562
C (-0.567, -3.315, -1.787)  -0.2931
C (-0.956, -3.536, -0.452)  -0.0394
C (-0.339, -2.893, 0.579)  -0.0618
C (0.554, -1.897, 0.316)  -0.1248
C (1.405, -1.151, 1.469)  -0.0633
C (0.591, -0.292, 2.411)  -0.2265
N (0.698, 1.127, 2.193)  0.0963
C (-0.520, 1.759, 2.007)  -0.4463
O (-1.512, 1.232, 2.476)  0.0469
C (-0.472, 3.063, 1.205)  -0.0551
C (-0.680, 2.930, -0.230)  -0.2578
C (-1.316, 1.845, -0.778)  -0.0305
C (-1.494, 1.826, -2.153)  -0.0821
C (-0.905, 2.762, -2.969)  -0.0705
C (-0.302, 3.917, -2.370)  -0.0641
C (-0.188, 3.959, -1.033)  -0.0554
B (0.868, -0.424, 4.025)  -0.5495
O (-0.161, 0.148, 4.757)  0.1685
O (2.089, -0.930, 4.448)  0.1666
C (0.763, -1.475, -1.047)  -0.2240
C (1.555, -0.258, -1.376)  -0.0569
C (0.311, -2.321, -2.054)  -0.0390
H (-1.446, -5.099, -2.637)  0.0484
H (-0.330, -4.288, -3.753)  0.0895
H (-1.943, -3.511, -3.387)  0.1088
H (-1.710, -4.306, -0.212)  0.1199
H (-0.588, -2.944, 1.577)  0.0964
H (2.313, -0.729, 1.006)  0.1104
H (1.803, -1.904, 2.187)  0.1151
H (-0.560, -0.426, 2.350)  0.1600
H (1.503, 1.557, 1.706)  0.1606
H (0.607, 3.292, 1.214)  0.1239
H (-1.150, 3.850, 1.590)  0.1519
H (-1.716, 1.114, -0.162)  0.0991
H (-1.939, 0.980, -2.694)  0.1137
H (-0.837, 2.732, -4.065)  0.1060
H (0.095, 4.652, -2.985)  0.0819
H (0.276, 4.741, -0.524)  0.1003
H (-0.728, 0.716, 4.266)  0.0514
H (2.148, -0.574, 5.342)  0.1056
H (1.105, 0.619, -0.833)  0.0831
H (1.503, -0.033, -2.441)  0.0732
H (2.616, -0.428, -1.192)  0.0829
H (0.649, -1.937, -3.054)  0.1359

Output
* HOMO level: -8.346 eV
* energy above the lowest of the compared OMol25 structures with the same formula, charge and spin: 42.21 kcal/mol
* orbital gap: 0.3254 Eh

C18H22BrClN4O2Os as an isolated structure, computed with ωB97M-V/def2-TZVPD.

Each line ends with the Löwdin charge.
Atoms and positions in Å:
Os (0.264, -0.581, 0.084)  1.1727
Br (-0.465, -0.922, 3.584)  0.8362
C (-1.623, -1.795, 2.364)  -0.7060
C (-2.635, -2.601, 2.853)  -0.0678
C (-3.417, -3.292, 1.940)  0.0025
C (-3.141, -3.171, 0.585)  0.0429
C (-2.117, -2.335, 0.200)  -0.1777
N (-1.375, -1.627, 1.071)  -0.0959
C (-1.694, -2.208, -1.243)  -0.5351
O (-2.188, -2.871, -2.107)  0.1544
O (-0.662, -1.386, -1.438)  -0.2218
H (-2.790, -2.691, 3.918)  0.1168
H (-4.215, -3.935, 2.287)  0.1311
H (-3.685, -3.714, -0.175)  0.1397
Cl (1.651, -3.019, -4.867)  0.7871
C (2.503, -2.578, -3.453)  -0.6168
C (3.640, -3.266, -3.047)  -0.0252
C (4.280, -2.863, -1.887)  0.0029
C (3.786, -1.794, -1.171)  -0.0203
N (2.685, -1.145, -1.577)  -0.1197
C (2.041, -1.522, -2.694)  -0.0676
H (4.007, -4.099, -3.631)  0.1314
H (5.168, -3.370, -1.538)  0.1311
H (4.253, -1.434, -0.267)  0.1397
H (1.138, -0.985, -2.942)  0.1262
C (2.115, 0.004, -0.794)  -0.2588
H (2.204, 0.851, -1.483)  0.0582
H (2.859, 0.196, -0.008)  0.0534
C (-2.085, 2.977, 1.153)  -0.0396
C (-1.585, 1.524, 1.119)  -0.1382
N (-0.229, 1.434, 0.489)  -0.3042
C (-0.293, 2.218, -0.779)  -0.1133
C (-0.426, 3.722, -0.477)  -0.0388
N (-0.891, 3.860, 0.943)  -0.0749
C (0.209, 3.452, 1.876)  -0.0388
C (0.748, 2.093, 1.399)  -0.1257
H (-2.535, 3.229, 2.111)  0.1489
H (-2.797, 3.199, 0.360)  0.1469
H (-2.259, 0.898, 0.539)  0.1303
H (-1.506, 1.111, 2.121)  0.0675
H (-1.136, 1.833, -1.350)  0.1430
H (0.608, 2.041, -1.354)  0.1023
H (-1.155, 4.205, -1.125)  0.1490
H (0.522, 4.250, -0.561)  0.1464
H (-1.148, 4.830, 1.127)  0.2017
H (-0.214, 3.406, 2.878)  0.1475
H (0.978, 4.221, 1.854)  0.1491
H (0.920, 1.442, 2.255)  0.1003
H (1.685, 2.207, 0.855)  0.1270

Output
* total charge: +2
* HOMO level: -13.205 eV
* energy above the lowest of the compared OMol25 structures with the same formula, charge and spin: 0.00 kcal/mol
* orbital gap: 0.2783 Eh

C18H22CdN7S2 as an isolated structure, computed with ωB97M-V/def2-TZVPD.

Each line ends with the Löwdin charge.
Atoms and positions in Å:
Cd (-0.848, -0.925, -1.412)  0.9703
S (-1.773, 0.835, -0.043)  0.4102
C (-0.254, 1.172, 0.782)  -0.8320
N (-0.137, 2.096, 1.695)  0.0589
N (-1.175, 2.809, 2.010)  0.0029
C (-1.103, 3.819, 2.987)  -0.2279
C (-2.268, 4.518, 3.282)  -0.0314
C (-2.239, 5.520, 4.238)  -0.0803
C (-1.056, 5.823, 4.896)  -0.0868
C (0.099, 5.116, 4.592)  -0.0764
C (0.089, 4.111, 3.638)  -0.0251
N (0.954, 0.530, 0.596)  0.0267
N (1.031, -0.385, -0.252)  -0.0962
C (2.315, -0.991, -0.394)  -0.2693
C (2.362, -2.207, -1.064)  -0.0744
C (3.578, -2.853, -1.235)  -0.0802
C (4.740, -2.278, -0.744)  -0.0752
C (4.686, -1.054, -0.085)  -0.0659
C (3.478, -0.403, 0.094)  -0.0198
H (-2.061, 2.644, 1.541)  0.0772
H (-3.191, 4.278, 2.768)  0.1119
H (-3.145, 6.063, 4.467)  0.1071
H (-1.033, 6.604, 5.643)  0.1047
H (1.024, 5.348, 5.103)  0.1072
H (0.985, 3.559, 3.398)  0.1043
H (1.450, -2.655, -1.441)  0.0560
H (3.618, -3.800, -1.756)  0.1083
H (5.690, -2.776, -0.880)  0.1082
H (5.595, -0.602, 0.287)  0.1104
H (3.426, 0.549, 0.602)  0.1088
C (1.008, -5.221, 1.345)  -0.0795
C (-0.329, -4.559, 1.681)  -0.2008
C (-0.785, -3.682, 0.608)  -0.1815
N (-1.142, -3.000, -0.241)  0.0888
H (1.291, -5.888, 2.156)  0.0828
H (1.792, -4.474, 1.223)  0.0733
H (0.937, -5.805, 0.429)  0.0842
H (-0.254, -3.940, 2.578)  0.1282
H (-1.116, -5.293, 1.858)  0.1268
C (-2.728, 1.032, -5.555)  -0.0432
N (-1.710, 0.270, -4.849)  -0.0360
C (-1.836, -0.992, -4.481)  -0.8789
N (-2.949, -1.656, -4.765)  0.1429
S (-0.529, -1.806, -3.674)  0.5102
H (-2.369, 2.048, -5.685)  0.0989
H (-3.652, 1.070, -4.976)  0.0983
H (-2.920, 0.607, -6.541)  0.0992
H (-0.824, 0.699, -4.636)  0.1305
H (-3.703, -1.252, -5.297)  0.1124
H (-3.016, -2.622, -4.491)  0.1111

Output
* total charge: +1
* HOMO level (alpha / beta): -9.656 / -9.658 eV
* energy above the lowest of the compared OMol25 structures with the same formula, charge and spin: 1.64 kcal/mol
* orbital gap (alpha / beta): 0.2430 / 0.2431 Eh

C18H22Cl2IrN5Sb as an isolated structure, computed with ωB97M-V/def2-TZVPD.

Each line ends with the Löwdin spin population.
Atoms and positions in Å:
Ir (-0.525, -0.272, 0.830)  2.2771
N (3.986, -1.459, 0.291)  0.0550
C (2.671, -1.541, 0.466)  -0.0144
N (1.859, -0.529, 0.260)  0.1143
C (2.393, 0.640, -0.156)  0.0131
N (1.586, 1.727, -0.434)  0.3963
N (0.317, 1.538, -0.114)  0.1293
C (-0.484, 2.516, -0.491)  0.1718
C (-1.864, 2.439, -0.116)  0.0145
C (-2.746, 3.460, -0.442)  0.0717
C (-4.057, 3.383, 0.023)  -0.0096
C (-4.415, 2.297, 0.793)  0.0694
C (-3.468, 1.296, 1.063)  0.0235
N (-2.227, 1.352, 0.616)  0.1337
C (3.777, 0.820, -0.358)  0.0743
C (4.371, 2.035, -0.785)  -0.0057
C (5.723, 2.089, -0.949)  0.0299
C (6.531, 0.948, -0.702)  0.0396
C (5.993, -0.246, -0.290)  -0.0020
C (4.614, -0.306, -0.116)  0.0533
H (4.546, -2.290, 0.456)  0.0012
H (2.274, -2.495, 0.788)  -0.0009
H (-0.089, 3.349, -1.064)  0.0039
H (-2.408, 4.301, -1.034)  0.0028
H (-4.771, 4.163, -0.206)  -0.0016
H (-5.416, 2.200, 1.192)  0.0034
H (-3.733, 0.432, 1.661)  0.0009
H (3.748, 2.896, -0.974)  -0.0013
H (6.192, 3.007, -1.274)  0.0011
H (7.602, 1.022, -0.846)  0.0015
H (6.618, -1.111, -0.105)  -0.0008
Cl (-0.974, -0.012, 3.469)  0.0724
C (-0.662, -1.721, 3.898)  0.0090
Cl (-0.343, -2.640, 2.400)  0.0809
H (-1.547, -2.124, 4.375)  0.0010
H (0.215, -1.760, 4.531)  0.0012
C (-3.800, -2.519, 0.243)  0.0237
Sb (-2.112, -1.771, -0.779)  0.1143
C (-2.963, -0.691, -2.376)  0.0137
C (-1.287, -3.506, -1.646)  0.0283
H (-4.406, -3.080, -0.468)  0.0037
H (-4.394, -1.700, 0.645)  0.0001
H (-3.485, -3.178, 1.049)  0.0000
H (-3.421, -1.396, -3.067)  0.0022
H (-2.206, -0.110, -2.897)  0.0001
H (-3.733, -0.031, -1.977)  0.0000
H (-2.039, -3.937, -2.305)  0.0041
H (-1.049, -4.219, -0.859)  0.0000
H (-0.395, -3.264, -2.219)  0.0000

Output
* total charge: +3
* HOMO level (alpha / beta): -16.569 / -18.022 eV
* energy above the lowest of the compared OMol25 structures with the same formula, charge and spin: 41.60 kcal/mol
* multiplicity: 5
* orbital gap (alpha / beta): 0.2376 / 0.2173 Eh

C18H22ClIN2O5OsS as an isolated structure at a distorted geometry, computed with ωB97M-V/def2-TZVPD.

Each line ends with the Löwdin spin population.
Atoms and positions in Å:
Os (-0.312, -0.551, -0.451)  3.1812
O (4.505, -0.519, 3.251)  0.0005
C (3.487, -0.204, 3.982)  0.0007
O (3.546, 0.127, 5.141)  0.0024
C (2.115, -0.258, 3.360)  0.0044
C (0.934, -0.103, 4.102)  0.0147
Cl (0.873, 0.225, 5.757)  0.0086
N (-0.114, -0.227, 3.239)  0.0137
N (0.351, -0.437, 1.996)  0.1324
C (1.678, -0.457, 2.043)  0.0137
C (2.440, -0.601, 0.752)  0.0176
O (3.646, -0.691, 0.756)  0.0414
O (1.684, -0.584, -0.284)  0.2022
C (-1.511, -0.168, 3.454)  0.0036
C (-2.093, -0.176, 4.721)  0.0007
C (-3.468, -0.086, 4.852)  0.0001
C (-4.284, -0.010, 3.735)  0.0011
C (-3.712, -0.032, 2.470)  0.0035
C (-2.342, -0.106, 2.333)  0.0253
H (4.356, -0.688, 2.279)  0.0001
H (-1.476, -0.269, 5.599)  0.0002
H (-3.909, -0.084, 5.838)  0.0001
H (-5.355, 0.052, 3.846)  0.0002
H (-4.341, 0.006, 1.593)  0.0007
H (-1.896, -0.127, 1.336)  0.0111
I (-2.510, -1.683, -1.494)  0.0694
C (-0.735, -2.559, -0.626)  0.0081
H (-0.211, -3.157, -1.372)  0.0153
H (-1.011, -3.153, 0.244)  0.0106
C (-0.542, 4.517, -2.889)  0.0003
C (-1.583, 4.838, -1.828)  0.0009
C (-2.353, 3.624, -1.336)  0.0041
S (-1.701, 2.584, 0.050)  0.0249
O (-0.738, 1.578, -0.573)  0.1754
C (-0.647, 3.699, 1.079)  0.0095
C (0.751, 4.002, 0.560)  0.0005
C (1.732, 2.844, 0.704)  -0.0004
H (0.024, 5.410, -3.140)  0.0001
H (-1.028, 4.159, -3.794)  0.0000
H (0.160, 3.749, -2.567)  0.0001
H (-2.330, 5.504, -2.272)  0.0004
H (-1.150, 5.398, -0.999)  0.0001
H (-2.500, 2.910, -2.148)  -0.0001
H (-3.329, 3.913, -0.942)  -0.0001
H (-0.591, 3.190, 2.042)  0.0001
H (-1.252, 4.597, 1.210)  0.0009
H (1.120, 4.847, 1.151)  0.0003
H (0.722, 4.317, -0.482)  0.0001
H (1.801, 2.509, 1.738)  0.0000
H (2.721, 3.155, 0.379)  0.0000
H (1.436, 2.004, 0.075)  -0.0004

Output
* total charge: +2
* HOMO level (alpha / beta): -14.959 / -14.949 eV
* energy above the lowest of the compared OMol25 structures with the same formula, charge and spin: 30.61 kcal/mol
* multiplicity: 5
* orbital gap (alpha / beta): 0.2320 / 0.1756 Eh